(1)
ORCA calculation (ωB97M-V/def2-TZVPD) on 4 unconnected molecules or ions with the total composition C12H36N3O4 at a distorted geometry.

Summary:
- Molecular weight: 286.4 g/mol
- Total charge: +1
- Orbital gap: 10.04 eV
- Energy above the lowest of the compared OMol25 structures with the same formula, charge and spin: 652.8 kJ/mol
- Strongest force on any atom: 11.487 eV/A
- Multiplicity: 1
- DFT total energy: -943.5277 hartree

Geometry (Å):
O (-0.62494, -0.04123, -1.06922)
H (0.30975, -0.09124, -1.40739)
H (-1.40351, 0.59658, -1.35564)
H (-0.54698, -0.51525, -0.18809)
C (-3.97602, 0.45132, -0.72969)
C (-3.24643, 1.84628, -1.00973)
C (-2.56706, 2.43148, 0.16020)
O (-1.52141, 1.68596, 0.61845)
C (-0.98227, 2.05661, 1.84774)
N (-2.34700, 1.65482, -2.11528)
H (-3.40554, -0.25950, -0.26964)
H (-4.39801, 0.02600, -1.65617)
H (-4.96847, 0.76184, -0.08796)
H (-3.98388, 2.67506, -1.31718)
H (-3.39585, 2.54595, 0.97094)
H (-2.27032, 3.40350, -0.09294)
H (-0.70162, 3.10974, 1.95376)
H (-0.12672, 1.24488, 2.02055)
H (-1.70447, 1.80372, 2.69821)
H (-1.91203, 2.59676, -2.54437)
H (-3.03663, 1.33127, -3.00161)
C (1.80476, -1.04966, 1.63052)
C (0.71555, -2.10559, 1.68489)
C (0.58621, -2.61950, 3.12702)
O (1.86938, -3.17580, 3.51135)
C (1.93072, -3.61315, 4.82439)
N (-0.57199, -1.52992, 1.31832)
H (1.73410, -0.49948, 0.72961)
H (2.80703, -1.55183, 1.57377)
H (1.83525, -0.37839, 2.43457)
H (0.98817, -2.88962, 1.02634)
H (-0.05666, -3.41453, 3.35236)
H (0.48310, -1.73882, 3.63591)
H (2.88828, -3.87881, 5.42763)
H (1.47612, -4.60589, 4.83849)
H (1.65554, -3.07227, 5.67398)
H (-0.92378, -0.89746, 1.98550)
H (-1.41003, -2.38948, 1.23021)
C (0.91399, -0.02710, -4.08624)
C (2.14144, -0.32499, -3.15148)
C (2.42396, 0.93712, -2.35374)
O (1.26231, 1.44644, -1.61987)
C (1.56409, 2.72699, -0.83576)
N (1.62455, -1.34988, -2.01331)
H (0.65356, -0.81524, -4.67071)
H (1.21270, 0.77606, -4.84611)
H (0.11589, 0.27591, -3.65038)
H (2.87076, -0.64207, -3.64564)
H (2.79778, 1.60310, -2.96141)
H (3.22170, 0.83066, -1.71526)
H (2.29592, 2.33398, 0.02349)
H (0.53014, 2.86464, -0.47976)
H (1.68589, 3.48378, -1.39860)
H (2.42877, -1.71319, -1.59500)
H (1.25421, -2.31057, -2.43002)



(2)
ORCA calculation (ωB97M-V/def2-TZVPD) on a molecular structure, C5H11CaO3 at a distorted geometry.

Summary:
- Molecular weight: 159.2 g/mol
- Orbital gap (alpha / beta): 3.75 / 7.09 eV
- Energy above the lowest of the compared OMol25 structures with the same formula, charge and spin: 182.9 kJ/mol
- Expectation value of S²: 0.80
- Strongest force on any atom: 2.886 eV/A
- Multiplicity: 2
- DFT total energy: -1100.2697 hartree

Geometry (Å):
O (2.04930, 1.14477, 0.41720)
C (2.45205, 0.19843, -0.31423)
C (1.77640, -1.11047, 0.03470)
O (0.43104, -0.83318, 0.35293)
C (-0.53510, -1.72605, -0.18369)
C (-1.88999, -1.20830, 0.22368)
O (-1.95071, 0.15619, -0.15468)
C (-3.22849, 0.74574, 0.01876)
Ca (-0.10786, 1.38224, 0.40604)
H (3.16166, 0.05332, -1.15078)
H (2.24979, -1.55597, 0.92498)
H (1.89250, -1.78321, -0.83340)
H (-0.37518, -2.73756, 0.21660)
H (-0.43939, -1.75101, -1.28002)
H (-2.03607, -1.29798, 1.31274)
H (-2.67550, -1.78402, -0.28877)
H (-3.16741, 1.77452, -0.35330)
H (-3.97966, 0.18727, -0.55681)
H (-3.50941, 0.75638, 1.08267)
H (1.03640, 1.23610, -1.48818)



(3)
ORCA calculation (ωB97M-V/def2-TZVPD) on a single C26H28N4O3 molecule.

Summary:
- Molecular weight: 444.5 g/mol
- Orbital gap: 9.24 eV
- Energy above the lowest of the compared OMol25 structures with the same formula, charge and spin: 27.0 kJ/mol
- Strongest force on any atom: 0.598 eV/A
- Multiplicity: 1
- DFT total energy: -1452.4082 hartree

Geometry (Å):
C (3.34465, 0.70471, 0.90656)
C (3.74341, -0.72796, 0.77279)
C (5.05334, -1.12417, 1.02510)
C (5.45249, -2.44026, 0.88645)
C (4.54073, -3.40375, 0.48907)
C (3.23330, -3.03576, 0.23340)
C (2.83696, -1.71095, 0.36879)
N (1.46758, -1.39334, 0.12611)
C (0.96636, -1.01402, -1.06298)
O (-0.23507, -0.83871, -1.21291)
C (1.95742, -0.83167, -2.19666)
C (1.56142, 0.37436, -3.05804)
C (1.63165, 1.62111, -2.18809)
O (2.66247, 2.24465, -2.04152)
N (0.45213, 1.91786, -1.58501)
C (0.17395, 2.89837, -0.64018)
N (-1.11229, 2.95944, -0.31409)
C (-1.48918, 3.84734, 0.58831)
C (-0.61507, 4.72001, 1.21137)
C (0.72603, 4.65730, 0.85929)
C (1.13852, 3.73881, -0.08584)
H (2.16790, 3.65960, -0.38871)
H (1.44544, 5.31845, 1.32033)
H (-0.96889, 5.42394, 1.94816)
H (-2.54800, 3.85448, 0.81525)
H (-0.32904, 1.28781, -1.73517)
H (2.27044, 0.48082, -3.87919)
H (0.55688, 0.23050, -3.45536)
H (2.96654, -0.69911, -1.80889)
H (1.93934, -1.73881, -2.80717)
C (0.52284, -1.60641, 1.20940)
H (1.09208, -1.80416, 2.11991)
C (-0.32675, -0.34450, 1.43611)
O (0.18770, 0.74019, 1.61822)
N (-1.64702, -0.57488, 1.50986)
H (-2.01357, -1.45302, 1.17359)
C (-2.61805, 0.48551, 1.65495)
H (-3.30778, 0.21553, 2.46223)
H (-2.06703, 1.38671, 1.92873)
C (-3.39694, 0.72356, 0.35291)
C (-4.12831, -0.51935, -0.06417)
C (-3.50834, -1.46099, -0.87895)
C (-4.16392, -2.63061, -1.22387)
C (-5.44566, -2.87437, -0.76046)
C (-6.06997, -1.94214, 0.05093)
C (-5.41350, -0.77469, 0.39815)
H (-5.90589, -0.04933, 1.03095)
H (-7.07140, -2.12527, 0.41298)
H (-5.95806, -3.78553, -1.03283)
H (-3.67328, -3.35372, -1.85970)
H (-2.51018, -1.27093, -1.24562)
H (-4.10242, 1.53796, 0.52138)
H (-2.68733, 1.03327, -0.41433)
H (-0.12029, -2.46504, 0.98566)
H (2.50584, -3.77250, -0.07579)
H (4.84427, -4.43375, 0.38013)
H (6.47622, -2.71641, 1.09008)
H (5.76953, -0.37806, 1.33692)
H (2.30585, 0.80727, 1.21416)
H (3.98184, 1.20995, 1.62816)
H (3.45807, 1.21466, -0.05088)



(4)
ORCA calculation (ωB97M-V/def2-TZVPD) on a gas-phase ion, C16H29N6O3 (charge +1).

Summary:
- Molecular weight: 353.4 g/mol
- Total charge: +1
- Orbital gap: 9.76 eV
- Energy above the lowest of the compared OMol25 structures with the same formula, charge and spin: 36.6 kJ/mol
- Strongest force on any atom: 0.954 eV/A
- Multiplicity: 1
- DFT total energy: -1181.1332 hartree

Geometry (Å):
C (4.67520, 0.09885, 1.53863)
H (4.22527, 0.88092, 0.93448)
C (3.91931, -1.21625, 1.38995)
H (4.42292, -1.97411, 1.99381)
H (2.90739, -1.11391, 1.78922)
C (3.85162, -1.74451, -0.04691)
C (3.30637, -3.17292, -0.04799)
H (2.29015, -3.19616, 0.34045)
H (3.92546, -3.81175, 0.57576)
H (3.29673, -3.58568, -1.05392)
H (4.87033, -1.76321, -0.44982)
C (3.01319, -0.88106, -1.02046)
N (3.63869, 0.41189, -1.28747)
H (3.25134, 0.81295, -2.13534)
H (4.63395, 0.29038, -1.43783)
C (1.64165, -0.61866, -0.49582)
N (0.55296, -1.27500, -0.91964)
N (-0.48041, -0.81802, -0.30251)
N (-0.11087, 0.15918, 0.52782)
C (1.22394, 0.30570, 0.45003)
H (1.78536, 1.00192, 1.03150)
C (-1.03536, 0.81543, 1.43100)
H (-0.58788, 0.73285, 2.43093)
C (-1.32690, 2.30833, 1.17478)
H (-2.09971, 2.43742, 0.42009)
H (-1.71841, 2.70619, 2.11171)
C (-0.11257, 3.13206, 0.75556)
C (0.33737, 2.82242, -0.65523)
O (-0.29672, 2.16659, -1.44737)
O (1.50712, 3.37306, -0.92615)
H (1.79390, 3.21010, -1.83874)
H (-0.38231, 4.19130, 0.76666)
H (0.72867, 3.01900, 1.43893)
C (-2.31255, -0.04226, 1.49487)
O (-2.54516, -0.68468, 2.49295)
N (-3.14331, -0.08692, 0.41927)
C (-4.17459, -1.10558, 0.43685)
H (-4.39977, -1.36226, 1.47244)
H (-5.07507, -0.70605, -0.03209)
C (-3.63427, -2.33206, -0.31885)
N (-2.65528, -1.85411, -1.32248)
H (-2.44154, -2.58373, -2.00231)
C (-3.12273, -0.61097, -1.96146)
H (-2.49137, -0.37370, -2.81728)
H (-4.15062, -0.73639, -2.30752)
C (-2.99594, 0.50067, -0.89907)
H (-2.03040, 0.98936, -1.01879)
H (-3.78445, 1.24571, -1.05387)
H (-1.70976, -1.53678, -0.82506)
H (-3.12377, -3.00869, 0.36741)
H (-4.44805, -2.86971, -0.80861)
H (2.88756, -1.48031, -1.93966)
H (5.70786, -0.02348, 1.22146)
H (4.67848, 0.40998, 2.58075)



> Which value of multiplicity does entry 1 give?

1



> What is the DFT total energy in the third record?

-1452.4082 hartree